A gas-phase ion, C3H6NO2 (charge -1) at a distorted geometry. Source: OMol25; level of theory: wB97M-V/def2-TZVPD.

```
12
Properties=species:S:1:pos:R:3:forces:R:3:lowdin_charge:R:1
N 0.62447 -0.55368 -0.56598 -1.129 0.355 -0.584 -0.15
H 1.33001 1.34150 -0.19824 -0.151 0.560 -0.297 0.08
C -0.86514 1.67932 -0.45025 1.017 -3.053 0.360 -0.74
H 0.72186 -1.44498 1.35722 0.621 -0.115 -0.851 0.06
C 0.39501 0.82208 0.01662 1.873 -0.761 0.277 -0.16
O -0.73840 2.88953 -0.33748 -0.504 1.042 -0.028 -0.06
H -0.77714 -1.44431 0.78512 -0.652 -0.311 -0.840 0.07
H -0.09860 -0.60859 -1.28686 0.242 0.165 -0.165 0.08
H 0.52711 0.62827 1.09354 -0.801 0.614 0.071 0.09
O -1.75858 0.89923 -0.87092 -0.456 1.006 -0.221 -0.10
C 0.22617 -1.58255 0.35925 0.028 0.316 2.810 -0.22
H 0.41324 -2.62582 0.09797 -0.086 0.183 -0.531 0.06
```
Forces are in eV/Å.

## Properties
Energy, eV: -8794.1563
Maximum force, eV/Å: 3.24
SMILES: CNCC(=O)[O-]
Net charge: -1
Energy above the lowest of the compared OMol25 structures with the same formula, charge and spin, kcal/mol: 24.5
2S+1: 1
Gap between HOMO and LUMO, hartree: 0.300
Highest occupied orbital energy, eV: -3.94